Record 1
93
Properties=species:S:1:pos:R:3:lowdin_spin:R:1 method="wB97M-V/def2-TZVPD" multiplicity=5 charge=+2 total_energy_ha=-3825.9160 e_lumo_ev="-7.195 / -5.810" gap_ev="5.96 / 7.34"
Mn 0.262 0.011 0.130 4.361
C -3.069 1.337 2.676 0.000
C -2.499 0.937 1.355 0.006
O -1.261 0.887 1.185 0.022
N -3.338 0.639 0.366 0.006
C -2.870 0.214 -0.952 0.004
C -2.475 -1.245 -0.920 0.005
C -3.331 -2.219 -1.404 0.000
C -2.985 -3.557 -1.277 0.003
C -1.824 -3.874 -0.591 0.000
C -1.022 -2.846 -0.135 0.007
N -1.303 -1.550 -0.334 0.027
H -2.533 2.206 3.052 0.000
H -2.904 0.529 3.391 0.000
H -4.132 1.556 2.624 0.000
H -4.330 0.678 0.538 0.000
H -2.017 0.840 -1.227 0.002
H -3.666 0.384 -1.671 0.000
H -4.256 -1.930 -1.885 0.000
H -3.622 -4.330 -1.684 0.000
H -1.541 -4.902 -0.413 0.000
H -0.123 -3.061 0.429 0.001
C 2.515 -5.841 -5.607 0.000
C 3.250 -5.490 -4.304 0.000
C 2.807 -6.515 -3.242 0.000
C 4.757 -5.638 -4.541 0.000
C 2.880 -4.030 -3.843 0.000
O 1.477 -3.935 -3.604 0.000
C 3.342 -2.983 -4.885 0.000
C 2.722 -1.571 -4.825 0.000
C 1.239 -1.498 -5.097 0.000
C 0.711 -1.961 -6.301 0.000
C -0.645 -1.875 -6.576 0.000
C -1.499 -1.307 -5.642 0.000
Cl -3.189 -1.181 -5.973 0.000
C -0.994 -0.823 -4.446 0.000
C 0.363 -0.920 -4.185 0.000
C 3.522 -3.772 -2.465 0.000
N 3.049 -2.552 -1.826 0.003
C 1.809 -2.221 -1.496 0.006
N 1.819 -1.024 -0.905 -0.005
C 3.146 -0.681 -0.901 0.005
N 3.906 -1.583 -1.452 0.002
H 2.792 -6.853 -5.901 0.000
H 2.784 -5.189 -6.438 0.000
H 1.428 -5.834 -5.488 0.000
H 2.746 -7.506 -3.692 0.000
H 1.823 -6.267 -2.843 0.000
H 3.522 -6.588 -2.421 0.000
H 4.970 -6.666 -4.837 0.000
H 5.338 -5.437 -3.640 0.000
H 5.111 -4.987 -5.340 0.000
H 1.016 -4.202 -4.408 0.000
H 3.132 -3.380 -5.877 0.000
H 4.425 -2.877 -4.806 0.000
H 3.228 -0.992 -5.602 0.000
H 2.952 -1.077 -3.880 0.000
H 1.371 -2.384 -7.050 0.000
H -1.040 -2.235 -7.517 0.000
H -1.665 -0.361 -3.731 0.000
H 0.747 -0.524 -3.253 0.000
H 4.598 -3.674 -2.553 0.000
H 3.288 -4.605 -1.807 0.000
H 0.960 -2.820 -1.768 0.000
H 3.523 0.247 -0.511 0.000
C 3.861 2.726 -1.224 0.000
Si 2.026 2.735 -0.833 -0.031
C 1.509 4.504 -0.460 -0.017
C 1.039 1.978 -2.299 0.002
C 1.413 1.662 0.630 -0.368
Si 2.465 1.214 2.174 -0.031
C 4.332 1.171 1.982 -0.001
C 1.842 -0.557 2.584 0.006
C 2.042 2.458 3.518 -0.016
H 4.027 3.372 -2.090 0.000
H 4.276 1.747 -1.469 0.000
H 4.442 3.146 -0.401 0.000
H 1.804 5.156 -1.285 -0.003
H 2.011 4.870 0.438 0.000
H 0.434 4.615 -0.312 0.000
H 0.544 2.743 -2.899 0.000
H 0.250 1.295 -1.948 0.005
H 1.692 1.414 -2.967 0.000
H 0.570 2.234 1.043 -0.010
H 4.705 0.420 1.285 0.000
H 4.764 0.941 2.959 0.000
H 4.727 2.142 1.681 0.000
H 2.438 -1.310 2.066 0.000
H 0.779 -0.704 2.329 0.005
H 1.914 -0.769 3.652 0.001
H 2.329 3.466 3.208 0.000
H 2.603 2.227 4.426 -0.003
H 0.981 2.475 3.772 0.000

Record 2
10
Properties=species:S:1:pos:R:3:lowdin_spin:R:1 method="wB97M-V/def2-TZVPD" multiplicity=7 charge=0 total_energy_ha=-1074.4321 relative_energy_kcal_mol=0.0 e_lumo_ev="-0.884 / -1.035" gap_ev="5.87 / 5.86"
O -0.812 0.710 -1.076 -0.004
C -0.032 -0.151 -1.476 0.002
O 0.581 -0.515 -2.415 0.001
O 0.093 -1.037 0.319 -0.013
C 1.240 -1.170 1.082 0.001
C 1.373 -0.374 2.167 0.001
O 0.463 0.548 2.491 -0.023
Sm -1.283 0.624 1.230 6.037
H 1.937 -1.967 0.818 0.000
H 2.234 -0.499 2.836 0.000

Record 3
58
Properties=species:S:1:pos:R:3:lowdin_spin:R:1 method="wB97M-V/def2-TZVPD" multiplicity=5 charge=0 total_energy_ha=-2877.9072 relative_energy_kcal_mol=77.9 e_lumo_ev="-0.236 / -0.372" gap_ev="7.17 / 7.47"
Cr 0.097 -0.191 -0.498 3.697
O -1.654 -3.528 0.771 0.005
Cl -0.764 -2.506 0.384 0.006
O 0.565 -2.843 0.727 0.011
O -1.124 -1.290 1.056 0.018
O -0.863 -2.296 -1.028 0.033
N 1.470 -0.447 2.014 0.024
C 1.612 0.324 3.247 0.002
C 0.991 1.706 3.030 0.001
C -0.532 1.606 3.084 0.001
C -1.214 2.748 2.341 0.001
N -1.054 2.548 0.907 0.013
H 1.237 -1.417 2.183 0.000
H 2.332 -0.445 1.481 0.000
H 2.664 0.426 3.548 0.001
H 1.086 -0.177 4.065 0.000
H 1.278 2.048 2.036 0.000
H 1.360 2.417 3.771 0.000
H -0.871 1.587 4.122 0.000
H -0.822 0.668 2.605 0.001
H -0.746 3.701 2.604 0.000
H -2.275 2.794 2.645 0.000
H -1.581 3.250 0.397 0.000
H -1.437 1.631 0.686 0.003
C -4.091 1.400 -1.289 0.001
C -2.718 0.882 -1.640 0.005
O -2.002 0.369 -0.786 0.021
N -2.314 1.038 -2.914 0.005
C -1.006 0.588 -3.378 0.012
C 0.117 1.498 -2.929 0.019
C 0.649 2.413 -3.818 -0.003
C 1.722 3.214 -3.443 0.016
C 2.189 3.076 -2.137 -0.002
C 1.591 2.171 -1.293 0.022
N 0.586 1.341 -1.662 0.004
H -4.456 0.848 -0.427 0.000
H -4.795 1.297 -2.109 0.000
H -4.021 2.454 -1.017 0.000
H -2.896 1.550 -3.556 0.000
H -1.037 0.554 -4.468 0.001
H -0.818 -0.423 -2.990 0.006
H 0.237 2.489 -4.816 0.000
H 2.177 3.897 -4.142 0.001
H 3.011 3.679 -1.782 0.000
H 1.917 2.066 -0.270 0.004
C 1.958 -0.680 -0.794 -0.033
C 3.142 -0.848 -1.019 0.063
C 4.526 -0.979 -1.284 0.010
C 5.206 -2.178 -1.058 0.012
C 6.555 -2.275 -1.339 -0.001
C 7.247 -1.184 -1.843 0.011
C 6.581 0.012 -2.065 -0.001
C 5.232 0.118 -1.790 0.012
H 4.658 -3.023 -0.666 0.001
H 7.074 -3.208 -1.164 0.000
H 8.304 -1.261 -2.056 0.001
H 7.117 0.868 -2.454 0.000
H 4.704 1.047 -1.962 0.001

Record 4
17
Properties=species:S:1:pos:R:3:lowdin_charge:R:1 method="wB97M-V/def2-TZVPD" charge=+1 total_energy_ha=-1254.6712 relative_energy_kcal_mol=69.1 e_lumo_ev="-6.804 / -6.031" gap_ev="4.60 / 6.14"
C 0.691 -0.225 1.769 -0.460
Si 1.126 1.913 -0.896 0.488
Si -3.320 0.245 -0.670 0.958
Si 1.288 -1.976 -0.510 0.476
P 0.257 -0.057 -0.019 0.436
H 1.763 -0.074 1.954 0.035
H 0.307 -1.121 2.228 0.024
H 0.192 0.649 2.313 0.053
H 2.512 1.390 -0.914 -0.093
H 0.938 2.818 0.357 -0.063
H 0.243 2.179 -2.026 -0.108
H -2.302 -0.724 -0.426 -0.211
H -4.749 0.212 -0.333 -0.104
H -2.764 1.577 -0.966 -0.110
H 1.749 -1.751 -1.802 -0.132
H 0.408 -3.075 -0.761 -0.103
H 2.231 -1.978 0.544 -0.085

Record 5
25
Properties=species:S:1:pos:R:3:lowdin_charge:R:1 method="wB97M-V/def2-TZVPD" smiles=CN(N)C(C)(C)N(C)N charge=0 total_energy_ha=-419.0303 relative_energy_kcal_mol=72.4 e_lumo_ev=0.967 gap_ev=8.83
C -2.088 -1.445 0.017 -0.118
N -0.712 -1.115 -0.366 -0.203
N 0.145 -2.190 0.158 0.023
C -0.226 0.251 0.060 -0.499
C -0.789 0.651 1.453 -0.056
C -0.773 1.273 -0.969 -0.047
N 1.292 0.205 0.075 -0.238
C 1.898 0.295 -1.261 -0.102
N 1.908 1.215 0.926 0.033
H -2.797 -0.680 -0.315 0.075
H -2.203 -1.585 1.099 0.072
H -2.398 -2.382 -0.463 0.078
H 1.001 -1.756 0.531 0.060
H 0.486 -2.740 -0.635 0.068
H -0.471 -0.044 2.236 0.084
H -0.474 1.662 1.739 0.076
H -1.885 0.689 1.458 0.074
H -1.861 1.383 -0.890 0.074
H -0.563 0.974 -2.003 0.075
H -0.337 2.266 -0.811 0.084
H 2.962 0.033 -1.202 0.078
H 1.830 1.303 -1.686 0.076
H 1.448 -0.414 -1.963 0.085
H 2.929 1.119 0.905 0.078
H 1.677 1.033 1.906 0.068

Record 6
94
Properties=species:S:1:pos:R:3:lowdin_charge:R:1 method="wB97M-V/def2-TZVPD" smiles="NC(N)=O.NC(N)=O.OCCO.OCCO.OCCO.OCCO.OCCO.OCCO.CO.CO.CO" charge=0 total_energy_ha=-2179.2440 e_lumo_ev=-0.103 gap_ev=9.12
N -17.365 -17.115 3.752 0.150
C -16.417 -16.183 3.758 -0.771
N -15.564 -16.531 4.616 0.190
O -16.423 -15.152 3.068 -0.013
H -18.114 -17.085 3.075 0.115
H -17.345 -17.861 4.432 0.033
H -15.761 -17.325 5.209 0.092
H -14.733 -15.987 4.799 0.112
N -13.078 -17.913 10.344 0.194
C -13.749 -18.468 9.415 -0.784
N -13.051 -19.021 8.428 0.172
O -14.952 -18.673 9.456 0.012
H -13.512 -17.524 11.168 0.134
H -12.087 -18.032 10.190 0.060
H -13.600 -19.162 7.591 0.056
H -12.069 -18.787 8.395 0.076
O -11.376 -21.063 5.987 -0.061
C -11.845 -22.358 6.208 -0.254
C -10.951 -23.457 5.604 -0.246
O -11.236 -23.680 4.239 -0.058
H -11.898 -20.711 5.263 0.073
H -11.822 -22.390 7.298 0.119
H -12.904 -22.515 6.000 0.116
H -11.170 -24.322 6.229 0.107
H -9.884 -23.380 5.816 0.118
H -10.795 -24.444 3.861 0.087
O -10.004 -15.366 10.900 -0.063
C -9.650 -15.774 9.535 -0.195
C -9.249 -17.212 9.464 -0.230
O -10.273 -18.079 9.921 -0.098
H -10.369 -16.120 11.369 0.062
H -10.532 -15.683 8.901 0.096
H -8.867 -15.102 9.183 0.125
H -8.356 -17.501 10.018 0.127
H -9.097 -17.485 8.420 0.118
H -9.889 -18.887 10.271 0.108
O -17.408 -19.363 5.083 -0.084
C -16.758 -19.978 6.182 -0.181
C -15.236 -20.222 5.981 -0.233
O -14.539 -19.029 5.888 -0.086
H -17.043 -19.782 4.300 0.102
H -16.959 -19.264 6.981 0.134
H -17.222 -20.922 6.469 0.121
H -14.946 -20.879 5.161 0.128
H -14.934 -20.634 6.944 0.113
H -13.823 -19.189 5.269 0.093
O -9.730 -14.761 2.908 -0.080
C -8.408 -15.185 3.334 -0.205
C -7.333 -15.057 2.288 -0.212
O -7.359 -13.720 1.693 -0.064
H -9.775 -14.721 1.950 0.081
H -8.163 -14.444 4.095 0.125
H -8.305 -16.208 3.694 0.120
H -7.632 -15.713 1.470 0.117
H -6.351 -15.317 2.682 0.129
H -8.208 -13.710 1.244 0.063
O -7.663 -11.287 7.918 -0.053
C -8.330 -12.237 7.127 -0.265
C -9.734 -12.411 7.683 -0.268
O -10.348 -13.566 7.167 -0.070
H -7.422 -10.528 7.381 0.086
H -8.463 -12.020 6.067 0.122
H -7.817 -13.191 7.246 0.109
H -10.239 -11.451 7.583 0.124
H -9.672 -12.387 8.771 0.117
H -11.143 -13.233 6.743 0.034
O -11.648 -13.163 4.124 -0.076
C -12.659 -12.769 3.172 -0.228
C -13.372 -11.524 3.566 -0.164
O -14.359 -11.772 4.650 -0.086
H -11.081 -13.842 3.751 0.025
H -12.118 -12.631 2.236 0.117
H -13.272 -13.647 2.969 0.107
H -13.984 -11.207 2.722 0.118
H -12.724 -10.689 3.832 0.130
H -15.149 -12.156 4.262 0.092
C -13.451 -13.589 7.347 -0.151
O -12.968 -12.304 6.980 -0.118
H -14.523 -13.754 7.452 0.085
H -13.166 -14.297 6.569 0.050
H -12.863 -14.083 8.121 0.077
H -13.324 -12.078 6.117 0.025
C -11.782 -16.948 6.210 -0.123
O -12.035 -16.421 4.879 -0.124
H -10.990 -16.382 6.700 0.071
H -12.685 -16.684 6.760 0.071
H -11.696 -18.016 6.411 0.053
H -11.170 -16.426 4.463 0.049
C -12.760 -16.510 1.924 -0.165
O -12.335 -15.564 0.979 -0.123
H -13.326 -15.967 2.681 0.053
H -13.460 -17.269 1.574 0.081
H -11.838 -16.963 2.288 0.074
H -13.092 -15.096 0.620 0.082

Please write out number 4 again, unchanged.
17
Properties=species:S:1:pos:R:3:lowdin_charge:R:1 method="wB97M-V/def2-TZVPD" charge=+1 total_energy_ha=-1254.6712 relative_energy_kcal_mol=69.1 e_lumo_ev="-6.804 / -6.031" gap_ev="4.60 / 6.14"
C 0.691 -0.225 1.769 -0.460
Si 1.126 1.913 -0.896 0.488
Si -3.320 0.245 -0.670 0.958
Si 1.288 -1.976 -0.510 0.476
P 0.257 -0.057 -0.019 0.436
H 1.763 -0.074 1.954 0.035
H 0.307 -1.121 2.228 0.024
H 0.192 0.649 2.313 0.053
H 2.512 1.390 -0.914 -0.093
H 0.938 2.818 0.357 -0.063
H 0.243 2.179 -2.026 -0.108
H -2.302 -0.724 -0.426 -0.211
H -4.749 0.212 -0.333 -0.104
H -2.764 1.577 -0.966 -0.110
H 1.749 -1.751 -1.802 -0.132
H 0.408 -3.075 -0.761 -0.103
H 2.231 -1.978 0.544 -0.085